Model one:
Here is an isolated molecule of C4H3NO3 from the Open Molecules 2025 dataset. Energies are from the ωB97M-V functional and the def2-TZVPD basis.

Atoms and positions in Å:
O (-2.34, 0.89, -1.98)
C (-1.70, 0.43, -1.06)
N (-2.09, -0.53, -0.10)
C (-1.06, -0.76, 0.59)
C (0.04, 0.01, 0.13)
C (1.33, 0.06, 0.48)
O (2.32, 0.64, -0.16)
O (-0.40, 0.83, -0.88)
H (-0.92, -1.47, 1.41)
H (1.65, -0.59, 1.31)
H (3.18, 0.49, 0.26)

Summary:
Orbital gap in eV: 8.90
SMILES: O=C1N=C/C(=C/O)O1

Results of the Mulliken charge analysis, in e, for atoms 1 through 5: atom 1 (O): -0.52, atom 2 (C): 0.52, atom 3 (N): -0.52, atom 4 (C): -0.19, atom 5 (C): 0.62

Model two:
Here is an isolated molecule of C4H3NO3 from the Open Molecules 2025 dataset. Energies are from the ωB97M-V functional and the def2-TZVPD basis.

Atoms and positions in Å:
O (-2.47, -1.02, -0.07)
C (-1.54, -0.33, 0.06)
N (-1.48, 1.15, 0.11)
C (-0.23, 1.44, -0.02)
C (0.62, 0.29, -0.08)
C (1.97, 0.33, -0.14)
O (2.64, -0.81, 0.03)
O (-0.23, -0.85, 0.00)
H (0.16, 2.40, 0.15)
H (2.54, 1.22, -0.30)
H (3.31, -0.66, 0.73)

Summary:
Orbital gap in eV: 9.07
SMILES: O=C1N=C/C(=C/O)O1

Results of the Mulliken charge analysis, in e, for atoms 1 through 5: atom 1 (O): -0.43, atom 2 (C): 0.51, atom 3 (N): -0.50, atom 4 (C): -0.23, atom 5 (C): 0.67

Model three:
Here is an isolated molecule of C4H3NO3 from the Open Molecules 2025 dataset. Energies are from the ωB97M-V functional and the def2-TZVPD basis.

Atoms and positions in Å:
O (3.14, -1.21, 0.34)
C (1.99, -1.03, 0.22)
N (1.01, -1.83, -0.57)
C (-0.01, -0.82, -0.66)
C (0.16, 0.27, 0.22)
C (-0.89, 1.08, 0.25)
O (-1.96, 1.02, -0.69)
O (1.22, -0.11, 1.04)
H (-0.99, -0.65, -1.42)
H (-1.14, 1.74, 1.27)
H (-2.53, 1.54, -0.02)

Summary:
Orbital gap in eV: 8.93
SMILES: O=C1N=C/C(=C\O)O1

Results of the Mulliken charge analysis, in e, for atoms 1 through 5: atom 1 (O): -0.42, atom 2 (C): 0.51, atom 3 (N): -0.48, atom 4 (C): 0.06, atom 5 (C): 0.25

Of them, model one has the highest stability.

Model one:
Here is a cluster of 4 separate species, CH9O4 in total from the Open Molecules 2025 dataset. Energies are from the ωB97M-V functional and the def2-TZVPD basis.

Atoms and positions in Å:
C (-0.52, 0.02, -1.93)
O (0.54, -0.59, -1.28)
H (-1.37, 0.51, -1.31)
H (-1.10, -0.76, -2.50)
H (-0.26, 0.86, -2.66)
H (0.41, 1.13, 2.52)
H (0.66, -0.23, 2.14)
O (0.31, 0.22, 2.83)
H (-0.82, -1.58, 0.14)
H (-0.42, -1.39, 1.57)
O (-0.87, -2.06, 1.01)
H (0.91, 0.42, -0.40)
H (1.48, 2.07, -0.38)
O (1.06, 1.38, 0.25)

Summary:
Orbital gap in eV: 8.44
Total charge: -1

Results of the Mulliken charge analysis, in e, for atoms 1 through 5: atom 1 (C): -0.69, atom 2 (O): -0.76, atom 3 (H): 0.20, atom 4 (H): 0.28, atom 5 (H): 0.24

Model two:
Here is a structure of composition CH9O4 from the Open Molecules 2025 dataset. Energies are from the ωB97M-V functional and the def2-TZVPD basis.

Atoms and positions in Å:
C (0.77, 0.22, 2.05)
O (0.13, -0.45, 1.02)
H (0.40, -0.12, 3.04)
H (1.85, 0.01, 2.13)
H (0.67, 1.30, 1.95)
H (0.81, -2.22, -1.22)
H (0.70, -0.95, 0.05)
O (1.20, -1.41, -0.88)
H (0.17, -0.10, -1.62)
H (0.50, 1.36, -1.85)
O (-0.11, 0.68, -2.17)
H (-1.68, 1.15, -0.75)
H (-1.25, 0.44, 0.48)
O (-2.06, 0.88, 0.10)

Summary:
Orbital gap in eV: 8.84
Total charge: -1

Results of the Mulliken charge analysis, in e, for atoms 1 through 5: atom 1 (C): -0.65, atom 2 (O): -0.78, atom 3 (H): 0.20, atom 4 (H): 0.26, atom 5 (H): 0.22

Of them, model two has the highest stability.

Model one:
Here is the ion C2H3N2O with charge +1 from the Open Molecules 2025 dataset. Energies are from the ωB97M-V functional and the def2-TZVPD basis.

Atoms and positions in Å:
C (1.71, -0.23, -0.10)
C (-0.49, -0.12, 0.04)
N (2.04, 0.95, 0.13)
N (-0.68, 1.12, -0.07)
O (0.56, -0.92, 0.02)
H (2.44, -1.17, 0.01)
H (-1.36, -0.70, 0.11)
H (0.13, 1.78, -0.21)

Summary:
Orbital gap (alpha / beta) in eV: 7.39 / 7.37
Total charge: +1

Results of the Mulliken charge analysis, in e, for atoms 1 through 5: atom 1 (C): 0.35, atom 2 (C): 0.16, atom 3 (N): -0.15, atom 4 (N): -0.30, atom 5 (O): -0.18

Model two:
Here is a structure of composition C2H3N2O from the Open Molecules 2025 dataset. Energies are from the ωB97M-V functional and the def2-TZVPD basis.

Atoms and positions in Å:
C (-0.30, 0.07, -0.15)
C (1.07, -0.03, 0.00)
N (-2.47, 1.06, 0.26)
N (-1.44, 0.67, 0.15)
O (-1.27, -1.50, -0.64)
H (1.31, 0.55, 0.91)
H (1.70, 0.36, -0.77)
H (1.39, -1.19, 0.24)

Summary:
Orbital gap (alpha / beta) in eV: 9.50 / 9.56
Total charge: +1

Results of the Mulliken charge analysis, in e, for atoms 1 through 5: atom 1 (C): 0.68, atom 2 (C): -0.84, atom 3 (N): -0.25, atom 4 (N): 0.57, atom 5 (O): -0.17

Of them, model one has the highest stability.

Model one:
Here is an isolated molecule of C5H7N3 from the Open Molecules 2025 dataset. Energies are from the ωB97M-V functional and the def2-TZVPD basis.

Atoms and positions in Å:
H (-0.90, -1.53, 3.41)
N (-0.97, -1.94, 2.48)
C (-0.64, -1.22, 1.50)
C (-0.47, -1.92, 0.18)
C (-0.10, -0.89, -0.67)
C (-0.21, 0.42, 0.08)
C (0.22, 1.72, -0.51)
N (0.95, 1.34, -1.74)
N (-0.44, 0.17, 1.37)
H (-0.78, -3.06, 0.14)
H (0.39, -1.04, -1.67)
H (0.95, 2.27, 0.09)
H (-0.65, 2.45, -0.57)
H (0.66, 1.91, -2.50)
H (2.00, 1.32, -1.58)

Summary:
Orbital gap in eV: 8.89
SMILES: [H]/N=C1/C=CC(CN)=N1

Results of the Mulliken charge analysis, in e, for atoms 1 through 5: atom 1 (H): 0.29, atom 2 (N): -0.58, atom 3 (C): 0.46, atom 4 (C): -0.33, atom 5 (C): -0.33

Model two:
Here is a structure of composition C5H7N3 from the Open Molecules 2025 dataset. Energies are from the ωB97M-V functional and the def2-TZVPD basis.

Atoms and positions in Å:
C (-0.32, -1.34, 1.06)
C (0.05, -0.22, 0.28)
C (1.19, 0.50, 0.72)
C (1.54, 1.37, -0.19)
C (-0.53, 0.51, -0.76)
H (0.98, -2.18, 1.19)
H (-1.25, -1.75, -0.09)
H (-0.83, -0.98, 2.29)
H (1.95, -0.07, 1.46)
H (2.43, 1.95, -0.24)
H (0.78, 1.89, -1.97)
H (-2.55, -0.54, 0.17)
N (0.47, 1.38, -1.07)
N (-1.52, 0.13, -1.65)
N (-2.40, -0.64, -1.21)

Summary:
Orbital gap in eV: 8.36

Results of the Mulliken charge analysis, in e, for atoms 1 through 5: atom 1 (C): -1.19, atom 2 (C): 0.93, atom 3 (C): -0.83, atom 4 (C): -0.40, atom 5 (C): 0.06

Of them, model one has the highest stability.

Model one:
Here is an isolated molecule of C5H7N3 from the Open Molecules 2025 dataset. Energies are from the ωB97M-V functional and the def2-TZVPD basis.

Atoms and positions in Å:
H (-2.72, -0.75, 0.94)
N (-1.97, -0.33, 1.50)
C (-0.80, -0.47, 0.89)
N (-0.55, -1.23, -0.31)
C (0.20, -0.71, -1.43)
C (0.86, 0.43, -1.49)
C (0.56, 1.00, -0.17)
N (0.81, 1.77, 1.21)
C (0.50, 0.32, 1.10)
H (-1.15, -2.05, -0.71)
H (0.12, -1.81, -1.77)
H (1.37, 0.88, -2.21)
H (-0.42, 1.23, -0.31)
H (1.82, 1.99, 1.60)
H (1.39, -0.28, 1.15)

Summary:
Orbital gap in eV: 9.32
SMILES: [H]/N=C1\NC=C[C@@H]2N[C@@H]12

Results of the Mulliken charge analysis, in e, for atoms 1 through 5: atom 1 (H): 0.23, atom 2 (N): -0.71, atom 3 (C): 0.37, atom 4 (N): -0.27, atom 5 (C): -0.12

Model two:
Here is an isolated molecule of C5H7N3 from the Open Molecules 2025 dataset. Energies are from the ωB97M-V functional and the def2-TZVPD basis.

Atoms and positions in Å:
H (-2.28, -0.14, -1.34)
N (-1.54, 0.40, -1.06)
C (-0.90, 0.02, -0.12)
C (-1.17, -1.30, 0.57)
N (0.02, 0.91, 0.50)
C (0.90, 1.76, -0.28)
C (1.47, 0.57, 0.48)
C (1.86, -0.61, -0.39)
N (1.95, -1.78, -0.71)
H (-2.35, -1.59, 0.40)
H (-1.30, -1.08, 1.66)
H (-0.46, -2.22, 0.31)
H (0.81, 1.74, -1.42)
H (0.89, 2.84, 0.05)
H (2.11, 0.49, 1.36)

Summary:
Orbital gap in eV: 10.76
SMILES: [H]/N=C(\C)N1C[C@@H]1C#N

Results of the Mulliken charge analysis, in e, for atoms 1 through 5: atom 1 (H): 0.28, atom 2 (N): -0.62, atom 3 (C): 0.57, atom 4 (C): -1.00, atom 5 (N): -0.17

Model three:
Here is an isolated molecule of C5H7N3 from the Open Molecules 2025 dataset. Energies are from the ωB97M-V functional and the def2-TZVPD basis.

Atoms and positions in Å:
C (-0.84, -0.37, 1.24)
N (-1.73, -0.84, 0.46)
C (-1.22, -0.97, -0.86)
C (0.44, -0.69, -0.65)
C (0.74, 0.73, -1.31)
N (1.01, 1.64, -0.20)
C (1.00, 0.98, 0.87)
N (0.65, -0.44, 0.88)
H (-1.15, 0.04, 2.22)
H (-1.16, -2.07, -1.19)
H (-1.39, -0.21, -1.90)
H (0.98, -1.51, -0.94)
H (-0.18, 1.17, -1.78)
H (1.59, 0.62, -1.90)
H (1.15, 1.40, 1.77)

Summary:
Orbital gap in eV: 10.58
SMILES: C1=NCC2CN=CN12

Results of the Mulliken charge analysis, in e, for atoms 1 through 5: atom 1 (C): -0.02, atom 2 (N): -0.50, atom 3 (C): -0.33, atom 4 (C): -0.18, atom 5 (C): -0.62

Of them, model two has the highest stability.

Model one:
Here is an isolated molecule of C5H7N3 from the Open Molecules 2025 dataset. Energies are from the ωB97M-V functional and the def2-TZVPD basis.

Atoms and positions in Å:
C (1.91, 0.95, 1.00)
C (1.35, -0.18, 1.66)
C (0.28, 0.73, -0.68)
C (-0.28, -0.38, 0.08)
C (-2.25, -1.14, -0.99)
N (1.34, 1.32, -0.16)
N (0.31, -0.80, 1.20)
N (-1.25, -1.16, 0.05)
H (2.77, 1.49, 1.34)
H (1.79, -0.52, 2.58)
H (-0.11, 1.07, -1.62)
H (-2.14, -0.33, -1.72)
H (-2.23, -2.09, -1.53)
H (-3.23, -1.05, -0.52)
H (1.75, 2.10, -0.67)

Summary:
Orbital gap (alpha / beta) in eV: 7.13 / 7.13

Results of the Mulliken charge analysis, in e, for atoms 1 through 5: atom 1 (C): -0.34, atom 2 (C): -0.13, atom 3 (C): -0.55, atom 4 (C): 0.45, atom 5 (C): -0.67

Model two:
Here is an isolated molecule of C5H7N3 from the Open Molecules 2025 dataset. Energies are from the ωB97M-V functional and the def2-TZVPD basis.

Atoms and positions in Å:
C (1.21, 1.04, 0.86)
N (0.66, 1.10, 2.16)
C (-0.82, 0.67, 1.77)
C (-0.63, -0.10, 0.42)
C (-0.81, -1.10, -0.31)
C (-0.05, -1.06, -1.60)
N (0.95, 0.11, -1.33)
N (0.28, 0.81, -0.19)
H (2.42, 0.98, 0.63)
H (-1.00, 0.23, 2.78)
H (-1.61, 1.44, 1.64)
H (-1.41, -2.04, 0.03)
H (-0.76, -0.67, -2.53)
H (0.47, -2.05, -2.15)
H (1.09, 0.64, -2.18)

Summary:
Orbital gap in eV: 9.41
SMILES: C1=NCC2=CCNN12

Results of the Mulliken charge analysis, in e, for atoms 1 through 5: atom 1 (C): -0.03, atom 2 (N): -0.46, atom 3 (C): -0.40, atom 4 (C): 0.07, atom 5 (C): -0.43

Of them, model one has the highest stability.